[1]
Formula: C34H100N6O16
Source: the OMol25 dataset
Level of theory: ωB97M-V/def2-TZVPD

Each line ends with the Löwdin charge.
Geometry (Å):
C: -0.948 -3.508 3.750  -0.218
C: -0.111 -2.947 4.966  -0.243
O: 0.302 -1.635 4.730  -0.064
O: -0.062 -3.430 2.652  -0.109
H: -1.816 -2.857 3.672  0.100
H: -1.147 -4.569 4.002  0.122
H: 0.706 -3.590 5.253  0.108
H: -0.795 -2.957 5.862  0.128
H: 1.019 -1.654 4.124  0.053
H: -0.467 -3.578 1.755  0.071
C: 3.945 0.982 -1.483  -0.241
C: 4.719 0.199 -2.525  -0.265
O: 6.055 0.023 -2.126  -0.049
O: 2.589 1.073 -1.927  -0.095
H: 4.431 1.990 -1.417  0.127
H: 4.032 0.455 -0.538  0.100
H: 4.556 0.629 -3.550  0.135
H: 4.210 -0.773 -2.562  0.092
H: 6.576 -0.129 -2.922  0.091
H: 2.033 1.072 -1.101  0.073
C: -6.249 1.768 -0.265  -0.212
C: -4.954 1.753 0.576  -0.269
O: -4.511 0.473 0.789  -0.121
O: -6.009 1.324 -1.605  -0.093
H: -6.647 2.826 -0.298  0.125
H: -7.045 1.218 0.264  0.120
H: -5.184 2.199 1.558  0.124
H: -4.143 2.397 0.128  0.117
H: -5.040 -0.010 1.500  0.093
H: -5.052 1.204 -1.723  0.066
C: -2.476 0.246 4.055  -0.162
O: -3.551 -0.032 4.882  -0.125
H: -2.870 0.309 3.045  0.060
H: -2.142 1.259 4.338  0.087
H: -1.695 -0.534 3.984  0.067
H: -3.234 -0.501 5.683  0.110
C: -2.684 -3.951 0.033  -0.156
O: -1.504 -3.210 -0.067  -0.186
H: -2.522 -4.690 0.804  0.075
H: -3.538 -3.296 0.314  0.077
H: -2.975 -4.396 -0.931  0.074
H: -1.751 -2.273 -0.273  0.027
C: 5.762 -3.195 2.225  -0.129
O: 4.824 -2.288 1.618  -0.155
H: 6.397 -2.535 2.788  0.064
H: 5.275 -3.941 2.855  0.070
H: 6.435 -3.603 1.387  0.111
H: 4.282 -2.845 1.058  0.030
C: -5.957 -2.079 3.123  -0.131
O: -5.817 -0.651 3.063  -0.136
H: -6.299 -2.380 4.144  0.083
H: -6.717 -2.416 2.373  0.091
H: -5.035 -2.726 2.979  0.082
H: -5.307 -0.295 3.786  0.045
C: -0.091 0.127 -4.086  -0.038
C: 0.217 1.412 -4.884  -0.432
C: -0.358 2.681 -4.273  -0.224
O: -1.737 2.590 -4.040  -0.201
C: -2.222 3.883 -3.824  -0.123
N: 1.566 1.723 -5.164  0.061
H: -0.094 -0.797 -4.674  0.081
H: -1.104 0.202 -3.707  0.046
H: 0.624 0.023 -3.274  0.048
H: -0.326 1.267 -5.801  0.134
H: -0.092 3.487 -4.962  0.124
H: 0.115 2.901 -3.306  0.119
H: -3.245 3.730 -3.436  0.092
H: -2.193 4.565 -4.735  0.113
H: -1.626 4.336 -3.035  0.067
H: 1.882 1.305 -6.034  0.086
H: 2.198 1.445 -4.471  0.032
C: -1.524 1.892 -0.016  -0.010
C: -1.122 0.429 -0.398  -0.350
C: -0.161 -0.144 0.655  -0.160
O: 1.112 0.517 0.655  -0.196
C: 1.896 -0.033 1.669  -0.099
N: -2.245 -0.524 -0.516  0.067
H: -2.193 2.363 -0.701  0.054
H: -0.584 2.456 -0.082  0.065
H: -1.885 1.870 1.041  0.088
H: -0.630 0.422 -1.378  0.116
H: -0.057 -1.206 0.453  0.104
H: -0.726 0.042 1.620  0.137
H: 2.890 0.426 1.619  0.071
H: 1.962 -1.076 1.630  0.060
H: 1.556 0.256 2.701  0.102
H: -2.911 -0.346 0.216  0.046
H: -2.765 -0.558 -1.414  0.091
C: -6.142 -3.796 -1.527  -0.075
C: -5.838 -2.322 -1.578  -0.444
C: -4.995 -2.037 -2.876  -0.218
O: -4.499 -0.769 -2.775  -0.232
C: -4.123 -0.106 -3.980  -0.077
N: -7.076 -1.577 -1.438  0.055
H: -6.693 -4.065 -0.598  0.087
H: -5.257 -4.447 -1.572  0.066
H: -6.797 -4.074 -2.327  0.068
H: -5.145 -1.929 -0.822  0.118
H: -5.684 -2.102 -3.793  0.153
H: -4.234 -2.749 -2.969  0.100
H: -4.934 0.144 -4.727  0.114
H: -3.335 -0.629 -4.563  0.096
H: -3.714 0.805 -3.614  0.055
H: -6.821 -0.578 -1.552  0.053
H: -7.659 -1.816 -2.241  0.077
C: 5.237 1.243 3.179  -0.062
C: 5.285 1.778 1.758  -0.493
C: 5.730 3.239 1.745  -0.212
O: 5.858 3.748 0.429  -0.210
C: 6.196 5.147 0.390  -0.099
N: 6.309 1.042 1.097  0.061
H: 4.394 1.633 3.794  0.090
H: 6.174 1.443 3.644  0.067
H: 5.097 0.157 3.170  0.067
H: 4.311 1.716 1.354  0.078
H: 6.707 3.291 2.313  0.143
H: 4.936 3.831 2.283  0.130
H: 5.495 5.795 0.904  0.076
H: 6.070 5.484 -0.597  0.064
H: 7.247 5.346 0.778  0.111
H: 6.111 -0.005 1.073  0.103
H: 6.555 1.440 0.212  0.058
C: 3.385 -3.487 -1.956  -0.049
C: 2.026 -4.135 -1.783  -0.443
C: 1.716 -4.204 -0.276  -0.181
O: 2.819 -4.847 0.375  -0.187
C: 2.691 -4.825 1.746  -0.140
N: 0.964 -3.469 -2.501  0.055
H: 3.524 -3.333 -3.028  0.093
H: 4.051 -4.177 -1.544  0.059
H: 3.485 -2.553 -1.448  0.059
H: 2.111 -5.151 -2.203  0.141
H: 0.747 -4.783 -0.059  0.145
H: 1.631 -3.181 0.096  0.112
H: 3.448 -5.435 2.083  0.067
H: 1.748 -5.283 2.072  0.093
H: 2.716 -3.821 2.132  0.075
H: 0.049 -3.570 -2.083  0.052
H: 1.231 -2.480 -2.520  0.067
C: 0.405 5.251 -0.733  -0.041
C: 1.618 4.984 0.157  -0.424
C: 1.459 3.887 1.155  -0.263
O: 0.275 4.058 1.807  -0.198
C: 0.033 3.245 2.964  -0.062
N: 2.842 4.809 -0.656  0.068
H: -0.442 5.329 -0.074  0.071
H: 0.336 4.515 -1.510  0.041
H: 0.548 6.268 -1.210  0.104
H: 1.758 5.852 0.732  0.118
H: 2.237 3.905 1.927  0.128
H: 1.551 2.936 0.686  0.097
H: 0.397 2.255 2.822  0.051
H: -1.055 3.351 3.182  0.102
H: 0.707 3.618 3.752  0.094
H: 2.644 4.175 -1.461  0.085
H: 3.567 4.420 -0.068  0.035

Its orbital gap is 9.12 eV. The value obtained for the HOMO energy is -8.774 eV. As for the net charge: 0. The value obtained for the energy above the lowest of the compared OMol25 structures with the same formula, charge and spin is 0.0 kJ/mol.


[2]
Formula: C53H47HfIN3OP2S2
Source: the OMol25 dataset
Level of theory: ωB97M-V/def2-TZVPD

Each line ends with the Löwdin charge.
Geometry (Å):
Hf: -0.862 0.027 -0.002  0.882
O: 1.166 -0.472 0.015  -0.710
S: 1.748 1.056 -0.415  0.913
C: 3.078 0.523 -1.476  -0.333
C: 4.339 0.571 -0.931  -0.044
C: 5.499 0.465 -1.753  0.025
C: 5.342 0.247 -3.097  -0.119
C: 6.335 0.049 -4.209  -0.082
C: 5.477 -0.139 -5.507  -0.081
C: 4.045 -0.120 -5.023  -0.122
C: 2.829 -0.267 -5.693  0.033
C: 1.626 -0.169 -4.953  -0.054
C: 1.609 0.078 -3.573  -0.265
P: -0.054 -0.039 -2.755  0.999
C: -1.209 1.006 -3.721  -0.386
C: -0.681 2.037 -4.508  -0.070
C: -1.533 3.028 -5.060  -0.033
C: -2.885 3.071 -4.725  -0.041
C: -3.416 2.037 -3.929  -0.065
C: -2.601 1.011 -3.451  -0.125
C: -0.313 -1.764 -3.200  -0.450
C: -1.279 -2.073 -4.164  -0.101
C: -1.603 -3.419 -4.395  -0.056
C: -0.982 -4.449 -3.676  -0.048
C: 0.046 -4.115 -2.790  -0.067
C: 0.414 -2.793 -2.574  -0.106
C: 2.838 0.239 -2.854  -0.133
C: 4.019 0.154 -3.639  -0.065
C: 2.492 1.923 1.035  -0.334
C: 3.273 2.970 0.593  -0.084
C: 4.076 3.775 1.450  0.031
C: 4.132 3.448 2.796  -0.126
C: 4.877 4.043 3.960  -0.080
C: 4.284 3.348 5.245  -0.070
C: 3.295 2.337 4.682  -0.113
C: 2.413 1.481 5.327  0.026
C: 1.529 0.713 4.553  -0.081
C: 1.413 0.847 3.157  -0.271
P: -0.056 -0.078 2.545  0.994
C: 0.240 -1.864 2.863  -0.356
C: 1.383 -2.286 3.547  -0.047
C: 1.610 -3.681 3.757  -0.025
C: 0.803 -4.648 3.167  -0.041
C: -0.294 -4.213 2.405  -0.049
C: -0.600 -2.846 2.327  -0.146
C: -1.375 0.448 3.669  -0.382
C: -2.275 -0.458 4.285  -0.078
C: -3.413 0.048 4.943  -0.081
C: -3.650 1.406 5.078  -0.053
C: -2.685 2.303 4.575  -0.048
C: -1.569 1.839 3.888  -0.099
C: 2.336 1.692 2.455  -0.109
C: 3.273 2.415 3.258  -0.062
H: 4.462 0.659 0.142  0.121
H: 6.471 0.572 -1.290  0.128
H: 6.978 -0.837 -4.026  0.140
H: 7.034 0.917 -4.286  0.143
H: 5.663 -1.077 -6.051  0.133
H: 5.656 0.711 -6.227  0.148
H: 2.827 -0.502 -6.749  0.127
H: 0.682 -0.317 -5.474  0.118
H: 0.379 2.039 -4.731  0.096
H: -1.101 3.780 -5.725  0.121
H: -3.538 3.849 -5.055  0.110
H: -4.475 2.046 -3.751  0.100
H: -3.048 0.202 -2.853  0.083
H: -1.751 -1.303 -4.770  0.107
H: -2.379 -3.620 -5.130  0.114
H: -1.303 -5.481 -3.783  0.117
H: 0.581 -4.877 -2.273  0.105
H: 1.228 -2.536 -1.877  0.114
H: 3.315 3.155 -0.479  0.125
H: 4.649 4.591 1.035  0.128
H: 4.731 5.142 3.946  0.139
H: 5.962 3.875 3.853  0.137
H: 3.727 4.083 5.883  0.143
H: 5.041 2.847 5.899  0.142
H: 2.387 1.401 6.393  0.124
H: 0.835 0.053 5.053  0.114
H: 2.074 -1.564 3.919  0.086
H: 2.468 -3.971 4.348  0.116
H: 1.005 -5.703 3.265  0.118
H: -0.896 -4.927 1.838  0.116
H: -1.498 -2.568 1.786  0.015
H: -2.150 -1.541 4.254  0.102
H: -4.057 -0.660 5.443  0.109
H: -4.537 1.715 5.610  0.115
H: -2.841 3.373 4.650  0.117
H: -0.808 2.529 3.534  0.098
I: -0.963 2.843 -0.028  0.400
C: -5.527 -2.910 1.748  -0.054
N: -4.330 -2.299 1.225  -0.021
C: -3.944 -2.446 -0.061  -0.715
N: -4.805 -3.023 -0.942  0.154
S: -2.385 -1.999 -0.682  0.681
H: -5.507 -2.823 2.851  0.110
H: -5.626 -3.994 1.497  0.118
H: -6.434 -2.390 1.395  0.099
H: -3.603 -2.048 1.884  0.108
H: -5.765 -3.272 -0.709  0.125
H: -4.580 -3.072 -1.922  0.113
C: -6.170 1.080 -0.166  -0.077
C: -5.330 1.460 1.028  -0.188
C: -4.003 1.021 0.818  -0.167
N: -2.943 0.606 0.645  -0.044
H: -7.167 1.581 -0.108  0.111
H: -6.372 -0.015 -0.244  0.081
H: -5.720 1.369 -1.147  0.091
H: -5.742 0.977 1.913  0.138
H: -5.357 2.562 1.176  0.159

Its orbital gap is 6.34 eV. The value obtained for the HOMO energy is -14.634 eV. As for the net charge: +3. The value obtained for the energy above the lowest of the compared OMol25 structures with the same formula, charge and spin is 0.0 kJ/mol.


[3]
Formula: C6H5NO
Source: the OMol25 dataset
Level of theory: ωB97M-V/def2-TZVPD

Each line ends with the natural charge from an NBO analysis.
Geometry (Å):
C: -1.629 -0.783 1.696  -0.457
C: -0.758 -0.392 0.754  0.266
C: 0.770 -0.841 -0.933  -0.086
C: 0.583 0.730 -0.777  -0.156
C: -0.012 0.980 0.476  -0.152
C: 1.208 1.780 -1.509  0.241
H: -2.016 -0.197 2.454  0.210
H: -1.739 -1.877 1.841  0.224
H: 0.813 -1.402 -2.064  0.222
H: 1.763 -1.210 -0.452  0.202
H: -0.181 1.997 0.944  0.262
N: 1.512 2.661 -2.271  -0.271
O: -0.315 -1.446 -0.159  -0.505

Its orbital gap is 8.29 eV. As for the SMILES: C=C1C=C(C#N)CO1. The value obtained for the HOMO energy is -9.019 eV. As for the net charge: 0. The value obtained for the energy above the lowest of the compared OMol25 structures with the same formula, charge and spin is 219.3 kJ/mol.


[4]
Formula: C4H4LiLuO5
Source: the OMol25 dataset
Level of theory: ωB97M-V/def2-TZVPD

Each line ends with the Mulliken spin population.
Geometry (Å):
O: 3.813 1.595 -1.682  0.048
C: 4.099 1.189 -0.558  0.803
O: 3.301 0.598 0.211  0.064
Li: 3.092 0.240 2.030  0.001
Lu: 1.679 1.157 -1.393  0.073
C: -0.401 -0.247 -1.392  -0.002
C: -1.478 0.422 -1.006  0.010
H: -0.135 -1.308 -1.467  -0.001
H: -1.864 1.297 -1.533  0.000
O: -2.792 -0.507 2.120  0.000
C: -1.984 -0.490 1.130  0.000
O: -1.284 -1.520 0.846  0.000
O: -2.173 0.430 0.264  0.001
H: -2.591 -1.216 2.753  0.000
H: -1.281 -1.639 -0.323  0.000

Its orbital gap (spin up / spin down) is 6.53 / 6.08 eV. The multiplicity is 2. The value obtained for the HOMO energy (spin up / spin down) is -20.274 / -20.269 eV. As for the net charge: +3. The value obtained for the energy above the lowest of the compared OMol25 structures with the same formula, charge and spin is 202.0 kJ/mol.